C42H106N8O16 | ωB97M-V with the def2-TZVPD basis set

Results
frontier orbital gap = 9.415 eV
M = 979.35 Da
relative energy (zero: lowest compared OMol25 entry of this formula, charge and spin) = 0.0 kcal per mole
maximum force = 3.6 eV Å⁻¹
HOMO level = -9.481 eV
calculated total energy = -3305.754806 Ha

Last column: Löwdin charge in e.
Positions of all 172 atoms, in Å:
C1 -2.87 -0.97 -1.89  -0.117
C2 -2.26 0.06 -1.00  -0.263
C3 -0.84 -0.26 -0.48  -0.183
C4 -0.41 0.37 0.84  -0.187
C5 1.05 0.15 1.27  -0.222
C6 1.39 1.00 2.51  -0.083
H1 -3.71 -0.64 -2.50  0.074
H2 -2.87 -1.97 -1.44  0.021
H3 -2.13 -1.18 -2.69  0.067
H4 -2.25 1.04 -1.47  0.110
H5 -2.89 0.17 -0.11  0.040
H6 -0.17 0.03 -1.30  0.092
H7 -0.77 -1.35 -0.42  0.101
H8 -0.58 1.45 0.73  0.098
H9 -1.16 0.12 1.60  0.089
H10 1.20 -0.89 1.59  0.081
H11 1.73 0.39 0.45  0.103
H12 0.87 0.64 3.40  0.046
H13 2.44 1.09 2.77  0.052
H14 1.06 2.01 2.26  0.069
C7 4.04 -1.33 -4.41  -0.103
C8 3.01 -1.61 -5.52  -0.251
C9 1.81 -2.33 -4.96  -0.252
C10 0.71 -2.63 -5.97  -0.236
C11 -0.20 -3.80 -5.62  -0.242
C12 -0.92 -3.61 -4.26  -0.106
H15 4.56 -2.25 -4.15  0.073
H16 3.54 -0.95 -3.52  0.049
H17 4.80 -0.57 -4.60  0.070
H18 2.59 -0.70 -5.97  0.104
H19 3.56 -2.20 -6.25  0.109
H20 1.31 -1.65 -4.26  0.081
H21 2.12 -3.23 -4.42  0.123
H22 0.04 -1.79 -6.18  0.096
H23 1.14 -2.71 -6.97  0.111
H24 -0.92 -4.04 -6.40  0.104
H25 0.40 -4.71 -5.63  0.104
H26 -1.62 -4.43 -4.10  0.062
H27 -0.26 -3.51 -3.40  0.066
H28 -1.60 -2.75 -4.26  0.062
C13 1.44 4.06 -3.06  -0.107
C14 0.69 2.73 -3.08  -0.253
C15 0.78 1.87 -4.40  -0.161
C16 -0.32 0.77 -4.43  -0.229
C17 -1.73 1.24 -4.67  -0.260
C18 -1.89 1.63 -6.13  -0.089
H29 2.53 4.05 -2.93  0.067
H30 1.01 4.68 -2.28  0.049
H31 1.25 4.62 -3.98  0.075
H32 0.80 2.12 -2.17  0.092
H33 -0.32 3.14 -3.01  0.084
H34 1.78 1.45 -4.43  0.102
H35 0.55 2.61 -5.17  0.098
H36 0.03 0.13 -5.24  0.084
H37 -0.26 0.10 -3.57  0.084
H38 -2.37 0.39 -4.40  0.086
H39 -1.96 2.10 -4.04  0.100
H40 -2.68 2.38 -6.17  0.061
H41 -0.97 2.08 -6.52  0.067
H42 -2.13 0.81 -6.80  0.082
C19 5.36 -1.64 2.45  -0.197
C20 5.83 -0.78 1.25  -0.202
O1 5.60 0.59 1.54  -0.086
O2 3.94 -1.40 2.60  -0.099
H43 5.86 -1.50 3.42  0.108
H44 5.62 -2.68 2.25  0.114
H45 5.27 -1.10 0.37  0.104
H46 6.90 -0.88 1.08  0.125
H47 6.30 0.95 2.09  0.084
H48 3.92 -0.46 2.38  0.036
C21 1.56 -4.57 3.56  -0.206
C22 1.24 -3.61 2.38  -0.237
O3 0.60 -4.26 1.29  -0.082
O4 0.48 -4.53 4.51  -0.092
H49 2.40 -4.30 4.19  0.115
H50 1.83 -5.55 3.17  0.119
H51 2.20 -3.19 2.07  0.094
H52 0.63 -2.80 2.76  0.095
H53 -0.19 -4.75 1.55  0.098
H54 0.70 -3.91 5.21  0.031
C23 1.15 0.09 6.04  -0.212
C24 1.50 -1.27 5.42  -0.201
O5 0.85 -2.32 6.16  -0.086
O6 1.71 0.38 7.35  -0.069
H55 0.08 0.30 6.13  0.103
H56 1.60 0.88 5.45  0.104
H57 2.57 -1.48 5.42  0.124
H58 1.19 -1.40 4.38  0.093
H59 1.16 -2.39 7.06  0.101
H60 1.21 -0.17 7.96  0.073
C25 -2.51 0.39 4.59  -0.247
C26 -2.17 -1.08 4.43  -0.260
O7 -3.09 -1.96 5.07  -0.031
O8 -2.32 0.72 5.94  -0.056
H61 -3.55 0.59 4.32  0.120
H62 -1.88 0.89 3.85  0.113
H63 -1.15 -1.18 4.81  0.098
H64 -2.15 -1.24 3.35  0.077
H65 -2.77 -2.82 4.77  0.093
H66 -2.86 0.18 6.53  0.098
O9 -3.43 -5.32 0.48  0.003
C27 -3.69 -4.55 -0.47  -0.574
N1 -4.94 -4.26 -0.82  0.173
C28 -2.56 -4.05 -1.34  -0.026
H67 -5.18 -3.79 -1.68  0.107
H68 -5.64 -4.80 -0.34  0.121
H69 -2.97 -3.63 -2.26  0.062
H70 -1.80 -4.79 -1.57  0.094
H71 -2.03 -3.25 -0.82  0.064
O10 -5.56 2.71 -1.00  0.045
C29 -5.39 2.22 0.09  -0.573
N2 -6.29 1.48 0.77  0.134
C30 -4.09 2.52 0.87  0.011
H72 -7.21 1.34 0.38  0.127
H73 -6.16 1.43 1.77  0.110
H74 -3.88 1.65 1.50  0.032
H75 -4.19 3.36 1.55  0.095
H76 -3.30 2.68 0.15  0.058
O11 -5.16 0.11 -5.41  -0.003
C31 -5.39 1.29 -5.17  -0.610
N3 -5.20 1.77 -3.94  0.176
C32 -5.72 2.27 -6.29  -0.005
H77 -5.08 1.12 -3.18  0.085
H78 -5.30 2.76 -3.83  0.103
H79 -6.80 2.35 -6.42  0.082
H80 -5.22 2.07 -7.23  0.080
H81 -5.23 3.17 -5.92  0.069
O12 7.27 0.47 5.38  0.039
C33 6.21 0.90 5.77  -0.605
N4 5.84 0.71 7.05  0.157
C34 5.22 1.71 4.93  0.000
H82 6.41 0.04 7.53  0.112
H83 5.01 1.12 7.45  0.100
H84 5.73 2.13 4.07  0.064
H85 4.82 2.56 5.49  0.082
H86 4.40 1.10 4.54  0.064
O13 5.64 5.17 3.60  0.054
C35 4.59 5.29 3.02  -0.621
N5 3.80 6.35 3.16  0.154
C36 4.06 4.22 2.06  0.004
H87 3.05 6.47 2.51  0.091
H88 4.27 7.15 3.56  0.118
H89 3.93 3.23 2.51  0.057
H90 4.64 4.05 1.15  0.089
H91 3.10 4.52 1.65  0.057
O14 -6.14 -0.91 2.01  0.024
C37 -5.23 -0.74 1.20  -0.600
N6 -5.58 -0.76 -0.10  0.171
C38 -3.80 -0.73 1.60  -0.008
H92 -4.92 -0.88 -0.86  0.064
H93 -6.56 -0.83 -0.29  0.120
H94 -3.55 0.29 1.89  0.050
H95 -3.13 -1.04 0.80  0.066
H96 -3.62 -1.49 2.36  0.089
O15 -2.17 5.85 -1.50  0.029
C39 -1.32 5.68 -0.63  -0.599
N7 -0.57 6.73 -0.26  0.150
C40 -1.17 4.40 0.17  -0.010
H97 -0.04 6.82 0.59  0.096
H98 -0.85 7.56 -0.75  0.112
H99 -0.27 4.29 0.78  0.071
H100 -1.23 3.53 -0.48  0.063
H101 -2.03 4.42 0.84  0.075
O16 4.63 -2.94 -1.35  0.022
C41 3.46 -3.16 -1.10  -0.594
N8 3.03 -4.32 -0.57  0.179
C42 2.38 -2.08 -1.27  0.012
H102 2.09 -4.45 -0.24  0.070
H103 3.80 -4.93 -0.35  0.116
H104 2.77 -1.14 -0.87  0.073
H105 1.55 -2.32 -0.59  0.055
H106 2.07 -2.05 -2.31  0.046